1.
{
  "formula": "C4H9O2",
  "method": "wB97M-V/def2-TZVPD",
  "symbols": ["C", "H", "H", "O", "H", "H", "H", "H", "H", "O", "H", "C", "C", "H", "C"],
  "positions_angstrom": [[1.74, -0.94, 0.19], [0.46, 0.37, -0.97], [1.56, -0.53, 1.18], [-1.78, 2.33, -0.13], [-2.33, -0.65, 1.04], [2.18, 0.71, -1.12], [1.39, -0.75, -1.90], [1.30, -1.93, 0.12], [-0.69, -0.03, 0.93], [-2.43, 0.48, -1.25], [2.79, -1.22, 0.22], [1.44, -0.08, -1.04], [-1.73, 0.27, 1.02], [-1.88, 0.86, 1.93], [-2.03, 1.10, -0.24]],
  "mulliken_charge": [-1.02, 0.06, 0.30, -0.74, 0.23, 0.24, 0.21, 0.29, -0.42, -0.73, 0.34, -0.46, -0.09, 0.25, 0.54],
  "fmax_ev_per_a": 1.300,
  "charge": -1,
  "homo_lumo_gap_ev": 7.59,
  "homo_ev": -3.8,
  "de_lowest_ev": 0.244
}


2.
{
  "formula": "C3HN4",
  "method": "wB97M-V/def2-TZVPD",
  "symbols": ["N", "N", "C", "N", "C", "C", "H", "N"],
  "positions_angstrom": [[-0.16, -0.54, -0.17], [-1.67, -2.47, 0.00], [2.27, -0.41, -0.18], [5.45, -0.23, 0.05], [-0.96, -1.61, -0.11], [4.31, -0.21, 0.00], [-0.57, 0.27, 0.07], [1.12, -0.48, -0.09]],
  "mulliken_charge": [-0.57, -0.13, 0.37, -0.02, 0.29, 0.26, 0.27, 0.53],
  "fmax_ev_per_a": 6.642,
  "charge": 1,
  "homo_lumo_gap_ev": 7.29,
  "homo_ev": -16.4,
  "de_lowest_ev": 3.717
}


3.
{
  "formula": "C24H18B2Cl56INO6P3",
  "method": "wB97M-V/def2-TZVPD",
  "symbols": ["O", "H", "Cl", "Cl", "Cl", "Cl", "O", "C", "Cl", "Cl", "Cl", "H", "Cl", "C", "C", "C", "H", "Cl", "Cl", "Cl", "C", "P", "Cl", "Cl", "C", "Cl", "C", "C", "O", "H", "Cl", "Cl", "H", "C", "Cl", "Cl", "Cl", "Cl", "I", "P", "Cl", "Cl", "Cl", "Cl", "H", "Cl", "H", "H", "Cl", "H", "Cl", "B", "Cl", "C", "C", "Cl", "Cl", "H", "H", "C", "C", "Cl", "C", "H", "Cl", "H", "Cl", "Cl", "Cl", "Cl", "C", "Cl", "Cl", "C", "C", "C", "C", "Cl", "P", "C", "Cl", "Cl", "Cl", "Cl", "Cl", "Cl", "C", "Cl", "Cl", "B", "C", "C", "Cl", "H", "Cl", "Cl", "O", "Cl", "Cl", "Cl", "H", "Cl", "H", "O", "Cl", "N", "Cl", "O", "C", "H", "H"],
  "positions_angstrom": [[-4.47, 0.06, -2.42], [0.24, 1.72, -1.80], [10.54, -6.82, 1.28], [-3.36, 5.84, -8.33], [5.15, -6.05, 3.95], [13.41, -7.03, 1.22], [-5.92, -1.47, -1.11], [-11.12, 4.38, 3.09], [3.24, 7.23, 1.08], [5.75, 0.31, 2.40], [-0.71, -4.34, 4.71], [-2.81, 3.75, -2.48], [0.57, -2.06, 5.93], [-0.46, 2.40, -1.31], [-2.28, 0.91, 2.58], [4.59, 6.49, 0.23], [-1.98, -1.68, -0.28], [-11.88, 3.60, 4.47], [-10.02, -2.99, -0.11], [-2.77, -2.01, -7.75], [-4.65, 0.75, 4.34], [-2.16, 1.68, -1.41], [5.42, -0.91, -0.20], [1.19, 1.34, -4.55], [-4.70, 1.53, 3.19], [-1.23, -0.17, -4.98], [-3.29, -3.42, -6.82], [-2.40, 4.28, 1.62], [-3.79, 1.66, 0.98], [-8.01, 2.19, 3.36], [-0.06, 2.84, 8.71], [3.12, -0.44, 1.49], [-6.05, 2.63, 1.95], [1.54, 2.82, 7.96], [13.67, -10.44, -1.74], [4.41, 4.73, 0.24], [-12.21, 4.32, 1.70], [2.51, 4.15, 8.61], [-0.75, 1.59, 3.99], [-3.16, -1.06, 0.18], [-3.34, -3.03, -5.10], [-2.16, -4.75, -7.10], [4.64, 7.07, -1.43], [-9.62, 3.54, 2.70], [-6.08, -2.42, -1.25], [5.16, -3.45, 2.69], [-0.41, 3.37, -1.81], [-2.56, -0.09, 2.92], [11.79, -9.33, 0.61], [-3.74, 3.55, -1.01], [4.48, 1.78, 0.27], [-2.70, 0.90, 0.33], [14.51, -12.09, 0.47], [4.69, 0.18, 0.99], [0.26, -2.90, 4.40], [6.10, 6.92, 1.05], [11.17, -3.91, 3.28], [-3.19, 3.26, 4.66], [-1.43, 3.84, 1.37], [-8.58, -3.72, 0.61], [11.71, -4.86, 4.67], [2.34, 1.29, 8.32], [-7.04, 1.77, 3.63], [-0.13, 2.55, -0.28], [11.10, -4.11, 6.15], [-3.02, 4.28, 0.72], [-0.57, -1.82, 3.30], [-1.37, 2.66, -4.82], [-3.28, 2.96, -8.43], [-7.55, -2.47, 1.28], [0.06, 6.59, -13.23], [1.80, -3.35, 3.67], [-0.02, 7.06, -11.53], [5.74, -4.39, 4.07], [-2.41, 4.44, -8.85], [-5.94, 2.03, 2.84], [11.90, -7.58, 0.47], [1.37, 3.00, 6.22], [-4.40, -1.28, -1.57], [-3.34, 3.02, -1.87], [-10.76, 6.07, 3.49], [7.51, -4.39, 4.08], [15.81, -12.35, -2.09], [11.09, -6.51, 4.56], [-0.11, 1.44, -7.12], [0.68, 7.93, -14.20], [-0.37, 1.32, -5.37], [-2.17, 4.52, -10.60], [5.14, -3.66, 5.57], [-3.07, 3.38, 2.71], [-5.81, 0.55, 5.06], [-3.49, 1.85, 2.35], [-9.06, -4.86, 1.87], [-3.56, 0.28, -2.75], [-4.91, -3.91, -7.36], [-7.68, -4.59, -0.65], [-3.32, 3.90, 3.95], [1.15, 5.20, -13.39], [-0.84, 4.46, -8.04], [13.48, -4.89, 4.70], [-4.17, 2.58, -2.42], [13.09, -13.26, -1.75], [-3.72, 0.31, 4.68], [-3.94, -2.45, -2.36], [-1.55, 6.14, -13.80], [-7.00, 1.04, 4.75], [11.91, -7.14, -1.25], [-1.62, 0.92, 1.37], [14.27, -12.03, -1.28], [-2.27, 5.31, 1.94], [-5.76, -0.05, 5.97]],
  "mulliken_charge": [-0.44, 0.23, -0.04, -0.11, -0.10, -0.09, -0.39, 0.32, -0.09, -0.10, -0.12, 0.37, -0.10, -1.05, -1.30, 0.29, -0.05, -0.11, -0.11, -0.09, -0.34, 0.98, -0.11, -0.11, -0.56, -0.02, 0.28, -0.80, -0.61, -0.32, -0.10, 0.11, 0.45, 0.29, -0.04, 0.00, -0.11, -0.11, 0.07, -0.08, 0.06, -0.12, -0.11, -0.10, 0.17, -0.02, 0.37, 1.16, -0.06, 0.26, -0.04, -0.07, -0.10, 0.21, 0.14, -0.11, -0.07, 0.25, 0.16, 0.31, 0.31, -0.10, -0.07, 0.24, -0.09, 0.13, 0.10, -0.06, -0.06, 0.01, 0.35, -0.02, -0.05, 0.22, 0.28, 0.10, 0.30, -0.07, 0.96, -1.19, -0.11, -0.02, -0.10, -0.06, -0.10, -0.11, 0.25, -0.03, -0.09, 1.18, -0.64, 0.52, -0.12, 0.14, -0.12, -0.13, -0.59, -0.09, -0.09, -0.10, 0.38, -0.10, 0.46, -0.68, -0.10, -0.71, -0.10, -0.12, 0.34, 0.31, 0.43],
  "fmax_ev_per_a": 1.582,
  "charge": -1,
  "homo_lumo_gap_ev": 5.73,
  "homo_ev": -4.8
}


4.
{
  "formula": "C11H17BBeN6O",
  "method": "wB97M-V/def2-TZVPD",
  "symbols": ["C", "H", "N", "H", "H", "H", "H", "C", "H", "H", "H", "C", "N", "C", "H", "N", "Be", "H", "H", "N", "C", "C", "C", "C", "H", "O", "B", "H", "H", "N", "H", "H", "C", "C", "N", "C", "H"],
  "positions_angstrom": [[-0.80, -0.70, -3.18], [3.96, -0.71, 0.25], [-0.55, 0.09, -2.15], [-3.29, -0.87, 1.55], [2.69, 0.25, -0.50], [-1.41, 3.73, -0.03], [0.68, -1.60, 3.17], [-2.24, -0.91, 1.80], [-1.95, -2.27, 3.54], [2.71, 2.53, 0.49], [3.61, 0.87, 0.92], [-0.46, 3.22, 0.06], [-0.07, -0.35, 1.66], [-2.76, -0.17, -2.27], [1.98, -2.98, -1.00], [-1.74, 0.28, -1.49], [1.24, -0.26, 0.57], [-3.79, 0.07, -2.03], [1.99, -2.65, 0.73], [-0.41, 1.88, -0.02], [-1.55, -1.60, 2.80], [1.64, 2.57, 0.34], [-0.20, -1.24, 2.66], [0.82, 3.69, 0.31], [0.55, -3.41, -0.02], [0.83, -1.38, -0.39], [-1.62, 0.88, -0.03], [-2.61, 1.50, 0.18], [0.01, -1.16, -3.72], [0.89, 1.46, 0.20], [2.45, -0.50, 1.21], [-2.72, -1.31, -4.17], [-2.20, -0.83, -3.37], [1.35, -2.66, -0.16], [-1.35, -0.16, 1.11], [3.15, -0.01, 0.47], [1.14, 4.70, 0.51]],
  "mulliken_charge": [-0.29, 0.46, -0.38, 0.50, 0.21, 0.45, 0.51, -0.07, 0.46, 0.34, 0.30, -0.17, 0.01, 0.03, 0.34, 0.57, -0.37, 0.50, 0.37, -0.14, -0.97, 0.13, -0.18, -1.06, 0.31, 0.04, -0.47, -0.03, 0.51, 0.43, 0.26, 0.49, -0.62, -0.73, 0.66, -0.80, 0.42],
  "fmax_ev_per_a": 4.459,
  "charge": 2,
  "homo_lumo_gap_ev": [5.17, 4.68],
  "homo_ev": [-15.6, -15.6]
}